80
Properties=species:S:1:pos:R:3:lowdin_spin:R:1 method="wB97M-V/def2-TZVPD" homo_energy_ha="-0.117 / -0.144" spin_multiplicity=2 total_energy_ha=-2355.9485 homo_lumo_gap_ev="5.9 / 6.1" charge=-1 s2=0.755 molar_mass_g_mol=736.2
C 3.305 2.839 -2.989 0.0004
H 0.798 2.488 0.491 -0.0001
C -0.539 -2.170 3.561 0.0041
C -0.757 0.630 -3.812 0.0132
H -0.015 -0.576 -5.473 0.0001
H 4.557 -0.952 -0.169 -0.0001
C 2.745 -1.102 3.221 0.0041
H 0.035 -3.545 -3.212 0.0004
H 4.984 3.166 -1.689 0.0006
H -4.100 2.183 0.892 0.0000
H -5.808 -0.588 0.687 0.0000
N 2.041 -0.030 -0.220 0.0004
N -4.599 0.711 -0.428 0.0005
H -1.185 -2.569 4.346 0.0002
Hg -0.899 -0.543 -0.002 0.4104
H -0.526 2.797 -3.665 0.0000
O -3.853 -1.801 1.485 0.0291
H -0.835 3.519 2.945 0.0001
P 0.374 0.065 2.195 0.1330
C 2.092 -1.695 -3.632 0.0014
H 3.592 3.599 -3.705 -0.0001
C 0.865 -1.610 -2.730 0.0106
H 2.921 -1.122 -3.216 0.0000
C -1.305 2.040 -3.566 0.0020
H -0.834 -0.512 5.773 0.0003
C 4.042 -1.578 3.124 0.0009
H 1.895 -1.314 -4.635 0.0006
H 2.410 -2.738 -3.726 0.0003
H -1.507 -0.291 3.467 0.0003
H -2.085 2.267 -4.298 0.0000
H 1.323 3.666 1.703 0.0001
H 5.702 -1.889 1.794 0.0001
H 2.301 2.229 1.374 0.0000
H 1.035 1.965 3.499 0.0055
H -5.925 1.117 1.127 0.0001
C 1.281 2.599 1.465 0.0011
O -2.587 1.791 -0.406 0.0196
H -1.517 1.960 3.438 0.0000
H -0.890 0.876 -5.952 0.0013
C 2.149 2.095 -3.174 0.0103
C 0.495 1.870 2.550 0.0218
H -1.732 2.129 -2.566 0.0007
C 2.538 0.857 -1.097 0.0086
H -1.607 -0.057 -3.731 -0.0003
P 0.263 0.108 -2.357 0.1468
H -6.685 0.540 -0.374 0.0000
H 4.329 1.481 -0.053 -0.0003
C 4.690 -1.511 1.893 0.0018
H 0.449 -2.622 3.668 0.0001
H -3.982 -1.202 -1.001 0.0113
H 1.540 2.297 -4.044 0.0008
C -4.218 -0.237 -1.455 0.0211
C -0.182 0.471 -5.222 0.0054
H 1.163 -1.955 -1.735 0.0078
H -0.959 -2.480 2.601 0.0085
C 4.054 -0.980 0.791 -0.0003
N -3.994 -0.905 2.344 0.0012
H 0.880 -0.504 5.381 0.0000
H -0.601 -2.249 -4.221 0.0003
C -0.491 -0.645 3.660 0.0056
C 2.734 -0.484 0.865 0.0024
C 4.081 2.589 -1.858 0.0080
O -3.261 0.121 2.290 0.0141
H -1.147 -2.419 -2.544 0.0188
C -0.097 -0.150 5.052 0.0031
H -5.040 -0.353 -2.165 0.0011
C 2.081 -0.554 2.124 0.0121
C -5.824 0.428 0.291 0.0002
H -3.339 0.139 -1.974 0.0064
C -0.282 -2.500 -3.207 0.0140
H 4.537 -1.999 3.989 0.0001
O -4.853 -1.005 3.231 0.0014
H 2.242 -1.161 4.174 0.0005
C 1.761 1.112 -2.272 0.0203
H -1.445 2.378 1.734 -0.0002
H -0.095 0.939 5.111 0.0003
H 0.764 0.993 -5.353 0.0003
C -3.708 1.598 0.048 0.0061
C 3.719 1.631 -0.935 -0.0011
C -0.910 2.460 2.683 0.0004

---

82
Properties=species:S:1:pos:R:3:mulliken_charge:R:1 method="wB97M-V/def2-TZVPD" homo_energy_ha=-0.450 total_energy_ha=-1711.3977 homo_lumo_gap_ev=9.8 charge=+1 molar_mass_g_mol=535.7
C 0.539 -3.265 1.373 -0.2311
C 0.887 -1.640 -0.564 -0.7506
H -0.749 2.381 0.468 0.2636
C 1.727 -10.812 0.378 0.3493
N 0.183 -2.152 0.613 0.2920
H -0.595 11.675 4.577 0.2634
C -0.916 -1.629 1.149 -0.1164
H 2.041 -8.185 2.440 0.3227
C -0.707 13.454 5.680 0.2870
H 4.042 3.543 -1.166 0.3556
C -2.462 2.551 -2.530 -0.8999
H 2.369 6.108 -4.271 0.2759
H 3.452 8.674 1.500 0.2662
H -1.936 3.500 -2.452 0.2569
H 0.838 -10.956 -1.513 0.3101
C -0.511 -3.709 -3.095 -0.5193
N -1.068 -5.840 -4.479 -0.3934
C -0.143 -6.471 -7.867 -0.4538
C 1.683 6.456 -3.501 -0.7446
C -0.366 -3.388 2.360 -0.5842
H 0.445 -3.842 -2.592 0.2093
H -1.072 -6.992 -8.089 0.2570
H 2.515 2.644 -1.259 0.2229
N 1.852 5.357 0.182 -0.4214
H 0.911 12.590 4.665 0.2653
N -3.267 -1.072 4.065 -0.5300
H 0.211 -1.635 -1.407 0.3191
H -2.094 -2.180 2.796 0.1209
H 3.452 2.655 0.250 0.3168
C 3.153 3.246 -0.614 -0.8711
C -0.360 1.724 1.235 -1.0355
H -0.452 -2.844 -3.754 0.3412
H -0.424 -4.134 3.125 0.4425
H 2.161 6.372 -2.526 0.1678
H -5.850 -2.840 4.381 0.2871
H -4.713 -3.396 5.626 0.2949
N 0.385 -4.758 -9.755 -0.3466
C 1.834 9.539 2.509 0.2706
H -0.246 -10.429 -0.215 0.2629
H 0.974 -6.813 2.796 0.2327
C 0.032 12.282 5.223 -0.7219
H -1.293 -0.096 -0.252 -0.7244
H 1.937 7.757 1.412 0.1720
C -1.416 0.737 1.737 -0.3949
C -1.657 -0.415 0.716 0.5525
C -0.824 -4.902 -3.871 0.1301
H 1.430 7.496 -3.693 0.2967
C -4.087 -1.725 4.533 0.5292
H -0.250 -5.950 -6.919 0.0217
H 0.967 -9.310 -0.872 0.2332
H -3.200 2.478 -1.731 0.3128
C -1.518 1.450 -2.419 0.4299
C 0.763 -10.348 -0.614 -0.7688
N 1.254 10.459 2.867 -0.2948
H 1.305 -0.664 -0.372 0.1905
H -0.014 2.295 2.091 0.4334
N -1.286 -2.356 2.209 0.2482
C 2.569 8.365 2.056 -0.6615
H -1.023 0.323 2.659 0.3382
H 0.868 -7.637 1.230 0.1691
C 1.546 -7.312 2.016 -0.6595
H 1.398 -3.875 1.166 0.3767
H 1.664 -2.361 -0.784 0.3128
H -2.711 -0.655 0.641 0.3788
N 3.305 -5.668 1.024 -0.4462
H 0.663 -7.197 -7.787 0.2564
N 2.485 -11.177 1.156 -0.3706
C -5.143 -2.521 5.144 -0.9125
H 0.515 1.197 0.862 0.0805
C 2.425 4.430 -0.172 0.4043
N -0.478 5.003 -3.523 -0.3673
H -2.351 1.223 1.985 0.4801
N -1.288 14.374 6.039 -0.3517
H -5.665 -1.923 5.888 0.3241
H 0.344 11.688 6.080 0.2640
H -1.290 -3.538 -2.353 0.2349
C 2.540 -6.398 1.464 0.4079
C 0.472 5.641 -3.514 0.3143
H -2.970 2.508 -3.490 0.3576
C 0.155 -5.515 -8.927 0.2728
N -0.776 0.580 -2.334 -0.4605
H 2.878 7.770 2.913 0.2562

---

82
Properties=species:S:1:pos:R:3:mulliken_charge:R:1 method="wB97M-V/def2-TZVPD" homo_energy_ha=-0.337 total_energy_ha=-2182.5490 homo_lumo_gap_ev=9.2 smiles="CCN(CC[C@@]1(ON=O)[C@@H](CCc2ccccc2)C(=O)O[C@@]1(CCCOC(C)=O)[PH2]=O)C(C)=O.CCOCC" molar_mass_g_mol=570.6
H 1.755 2.790 0.231 0.2387
H -1.706 -0.937 -6.618 0.3595
C -0.301 1.247 -5.921 -1.0688
C -3.039 -2.472 1.920 -1.6407
H -3.751 -2.960 2.590 0.5734
H 0.561 2.373 -1.033 0.3371
H -2.156 -0.350 -0.187 -0.1252
H 1.654 -2.000 -0.708 0.2575
H 4.321 5.775 5.552 0.2864
C 2.333 0.313 2.376 -1.5882
O 0.186 -1.174 -5.762 -0.3895
O 2.553 0.525 -0.941 -0.5932
O 1.063 -5.031 -2.458 -0.4487
H -2.040 -0.322 -4.332 0.1951
C -1.958 1.064 2.845 -0.5784
H -5.175 -0.820 1.900 0.4105
H 2.551 -1.484 1.212 0.4639
H 0.454 -1.027 -1.510 0.0097
H -3.698 -1.854 -0.066 0.3196
C -1.187 -1.533 -5.863 -1.0113
N 0.908 -0.376 0.431 1.0170
C 1.592 0.720 -0.249 0.7193
C -2.550 -3.692 -0.346 0.1395
C 4.913 3.502 1.969 -0.8732
H 5.134 3.872 0.968 0.3909
C -1.932 -1.388 -4.540 -0.4876
H -2.906 -1.860 -4.679 0.3909
C -1.163 -2.087 -3.415 -1.3749
H -5.263 1.581 2.347 0.3977
H -1.056 0.978 -6.656 0.3597
H -1.220 -2.567 -6.205 0.4687
O -3.186 -2.832 -2.415 -0.3636
C -1.912 -0.300 2.596 0.3496
H -3.202 2.823 2.926 0.4295
C 5.063 5.017 5.296 -1.1021
C -4.313 1.066 2.420 -0.8198
H -1.051 1.590 3.113 0.4550
H 0.187 2.054 0.674 0.1527
H 3.310 0.569 1.966 0.3055
C -4.265 -0.297 2.173 0.0914
C -1.940 -2.149 -2.096 -0.0039
C 0.982 2.084 -0.069 -1.0918
H 5.125 2.974 4.594 0.2922
O -3.950 -4.900 -1.987 -0.6109
C -3.484 -2.782 0.461 -0.7437
H 5.701 4.845 6.163 0.4027
H 3.839 3.309 5.742 0.3518
C 0.522 0.097 -5.406 0.9405
H 5.851 3.475 2.526 0.3812
H -0.794 1.741 -5.083 0.2059
H -2.359 -4.645 0.143 0.7493
P -2.245 -0.372 -1.585 0.5951
H 0.170 -3.225 0.551 0.6450
H -0.204 -1.584 -3.283 0.4725
H 1.692 1.191 2.403 0.2753
C 4.380 3.722 4.890 -0.2941
H -3.616 -0.201 -1.854 0.1034
H -0.923 -1.887 0.738 -1.6532
H 0.375 1.968 -6.376 0.3632
O -1.335 0.612 -2.221 -0.6143
C -3.063 -0.999 2.244 0.0601
N 0.675 -4.288 -1.659 0.2171
C -3.154 1.757 2.751 -0.5544
H 1.116 -1.447 2.222 0.5278
H 2.988 4.454 2.009 0.2981
C -3.320 -3.956 -1.639 -0.1639
O 3.403 3.879 3.877 -0.4172
H 5.690 5.416 4.498 0.2647
H -2.065 -2.901 2.150 0.5219
H 4.258 5.404 2.759 0.3474
H 2.520 -0.025 3.395 0.4116
H -0.931 -3.099 -3.747 0.8671
H -0.961 -0.815 2.669 0.2098
H -4.439 -3.306 0.528 0.6197
O -0.737 -4.182 -1.728 -0.3480
O 1.491 0.268 -4.724 -0.5467
C 3.875 4.384 2.640 -0.3191
C -0.340 -2.433 0.000 0.7888
C 1.734 -0.835 1.556 -0.6281
H 4.545 2.479 1.890 0.0576
C -1.296 -3.065 -0.995 1.6047
C 0.715 -1.460 -0.549 -1.2386

---

76
Properties=species:S:1:pos:R:3:mulliken_charge:R:1 method="wB97M-V/def2-TZVPD" homo_energy_ha=-0.349 total_energy_ha=-2041.3104 homo_lumo_gap_ev=7.5 charge=+1 molar_mass_g_mol=668.7
H 1.857 4.524 -1.673 0.5138
C -3.022 -0.532 -2.875 -0.6672
C 1.613 3.684 -1.022 -1.4314
H 3.710 0.468 2.552 0.2804
C -0.499 3.134 -2.290 -1.4952
C -2.579 0.895 -0.325 0.1566
H -5.078 3.393 1.323 0.4580
H -2.222 -2.817 0.009 0.2213
H 2.060 2.788 -1.461 0.1351
C 3.240 0.401 -0.036 0.2315
C 0.097 3.511 -0.933 0.5561
H -1.401 2.154 3.167 0.3541
C -2.125 2.067 0.308 0.3633
H 2.625 -1.595 -4.021 0.5431
H 1.361 -3.425 -2.826 0.5907
C -0.343 1.926 3.038 -1.6372
H 1.973 -0.421 -2.868 0.1112
H 2.084 3.862 -0.054 0.3460
N -1.644 0.031 -0.904 0.2088
H 3.248 -1.953 -0.923 0.1140
C -3.292 -1.409 -3.910 -0.8176
P -0.335 2.240 0.308 -0.5553
C -4.830 1.518 0.294 -0.8753
C -1.150 -1.897 -2.245 0.1542
H -0.153 2.148 -2.610 0.1385
P 0.286 -2.065 -1.169 -0.6350
H -0.189 3.864 -3.040 0.5184
H 3.301 0.670 -1.093 0.1722
H 3.006 -3.684 -1.050 0.2802
H -1.224 -2.330 1.383 0.2550
H -0.255 0.862 2.808 0.3128
C -3.953 0.625 -0.293 -0.6476
H -3.631 0.353 -2.756 0.6295
H -4.330 -0.297 -0.712 0.6184
C -1.417 -3.135 0.671 -1.4867
H -2.754 -3.233 -4.921 0.4375
H -5.886 1.279 0.313 0.4079
H 3.790 -2.820 -2.362 0.4916
C -0.137 -3.493 -0.091 0.7637
C 1.788 -1.384 -3.352 -1.4618
C -2.526 -2.552 -4.113 -0.9474
C -1.961 -0.780 -1.991 -0.0481
C 2.995 -2.756 -1.616 -1.3811
C -4.382 2.701 0.872 -0.9624
H 5.401 -0.049 2.377 0.3950
H 1.824 -4.343 0.410 0.3096
H 0.610 4.914 1.486 0.3407
H -2.661 3.869 1.348 0.2781
H -0.349 -4.319 -0.778 0.5501
H -1.588 3.116 -2.263 0.3281
C 5.656 0.328 -0.126 -0.9496
Pt 0.240 0.098 -0.262 2.3797
H 5.479 0.670 -1.143 0.3044
H -0.919 4.581 2.302 0.2387
C 0.279 2.794 1.943 1.1082
H 0.888 -1.276 -3.955 0.3012
C 4.393 -0.165 1.991 -0.8977
H 0.587 4.511 3.199 0.4867
H 6.303 1.044 0.379 0.3890
H 1.348 2.554 1.895 0.1725
N 4.387 0.220 0.582 0.2254
H 0.162 2.112 3.987 0.4756
H -1.761 -4.006 1.230 0.5543
H 6.153 -0.641 -0.157 0.3545
H 0.564 -4.626 1.596 0.4454
H 1.296 -3.029 1.473 0.2070
C -3.024 2.962 0.881 -0.6052
C 0.128 4.286 2.235 -1.4261
H -0.821 -3.650 -3.441 0.3549
C 0.961 -3.893 0.892 -1.3430
H 4.079 -1.203 2.103 0.2653
O 2.146 0.303 0.556 -1.0887
C 1.659 -2.504 -2.316 0.9848
H -4.115 -1.190 -4.579 0.4209
H -0.369 4.441 -0.590 0.6467
C -1.449 -2.781 -3.277 -0.5211

---

78
Properties=species:S:1:pos:R:3:lowdin_spin:R:1 method="wB97M-V/def2-TZVPD" homo_energy_ha="-0.259 / -0.260" spin_multiplicity=2 total_energy_ha=-10940.0381 homo_lumo_gap_ev="6.9 / 5.6" s2=0.756 molar_mass_g_mol=828.6
H 7.650 -1.436 -1.174 0.0000
C -4.119 -1.133 0.183 0.0002
H -5.139 2.098 0.796 0.0000
H 5.828 0.048 -0.227 0.0000
H 5.453 -0.618 -1.815 0.0000
C 1.195 -1.184 -0.188 0.0018
C -1.686 0.928 -1.084 0.0003
H -1.495 -2.859 0.538 -0.0001
H -3.008 -1.265 -2.384 0.0000
H -1.878 -1.368 -3.725 0.0000
H -3.509 -1.695 -0.524 0.0000
C -2.425 1.886 0.889 -0.0004
H 0.898 1.801 2.590 0.0017
C -0.314 3.295 1.554 0.0000
C -4.994 0.513 -1.481 0.0001
H -3.688 -1.271 1.176 0.0003
H -0.974 4.965 0.307 0.0000
Se -0.096 -0.072 4.652 0.0623
C -4.212 0.359 -0.171 0.0002
H 0.353 1.824 -0.894 0.0000
H 3.176 -1.305 1.473 0.0021
H -3.055 2.204 1.702 -0.0001
H -3.402 1.289 -3.238 0.0000
H 0.610 4.322 -0.134 0.0000
H -2.185 0.962 -4.474 0.0000
C 4.509 -2.975 1.670 0.0061
C 5.616 -0.875 -0.772 0.0000
C 3.405 -1.769 -1.163 0.0000
Se 0.978 -3.369 3.348 0.5122
C 1.598 -3.480 -0.673 0.0021
O 3.566 -1.761 -2.374 0.0001
H -1.345 -1.764 -2.094 0.0000
H 0.603 -0.149 -2.384 0.0000
C -1.109 3.687 2.799 0.0000
H 7.073 -2.014 0.384 0.0000
H -4.694 0.799 1.918 0.0000
H -1.979 2.314 -3.356 0.0000
C -0.639 1.688 -0.495 0.0001
C 4.192 -1.570 1.178 0.0019
C -1.538 0.365 -2.501 0.0000
C -2.337 1.286 -3.441 0.0000
H 2.241 -4.275 -1.029 0.0000
Se -1.821 -0.565 3.196 0.0147
C 0.305 -3.741 -0.251 0.0015
H -5.102 1.562 -1.765 0.0000
H 4.849 -0.836 1.650 0.0000
C -0.485 -2.696 0.186 0.0014
N 4.348 -1.399 -0.266 0.0001
H -6.089 0.614 0.858 0.0000
H 0.280 1.475 -3.013 0.0000
H -5.124 -1.563 0.184 0.0000
H -0.092 -4.746 -0.250 0.0000
H -2.051 4.172 2.536 0.0000
H 5.523 -3.273 1.413 0.0001
H 1.602 3.424 2.545 0.0000
H -4.547 -0.020 -2.314 0.0000
C 1.030 2.690 1.971 0.0009
H 0.434 5.320 1.314 0.0000
C -0.083 0.447 -2.987 0.0000
N -0.066 -1.425 0.185 0.0009
H 3.819 -3.701 1.235 0.0026
H 4.390 -3.028 2.753 0.0013
H 6.536 -2.803 -1.106 0.0000
C 6.784 -1.843 -0.653 0.0000
C -1.977 -1.091 -2.673 0.0000
H -0.031 0.056 -4.004 0.0000
Ru -1.155 0.219 0.950 0.0019
C -0.047 4.549 0.707 0.0000
H -0.529 4.386 3.402 0.0000
Se 1.300 -1.972 5.007 0.3805
H 1.627 2.415 1.097 0.0000
H -5.997 0.105 -1.338 0.0000
C -2.825 1.031 -0.202 0.0010
H 1.517 -0.152 -0.144 -0.0001
C 2.061 -2.176 -0.621 0.0019
C -5.077 1.016 0.919 0.0000
C -1.096 2.316 0.707 0.0000
H -1.332 2.810 3.411 -0.0001

---

87
Properties=species:S:1:pos:R:3:mulliken_charge:R:1 method="wB97M-V/def2-TZVPD" homo_energy_ha=-0.151 total_energy_ha=-2902.2042 homo_lumo_gap_ev=6.0 charge=-1 molar_mass_g_mol=668.7
H 0.369 -8.767 1.862 0.2651
H 3.333 -9.859 4.442 0.3122
H 1.366 3.676 4.853 0.3736
H 2.273 4.181 -4.896 0.2463
O -0.870 -0.073 -0.575 -0.5210
C 4.001 -3.704 0.629 -0.3674
C 2.832 -10.157 3.516 -0.4413
H 2.957 -11.236 3.376 0.2694
C -0.726 3.502 4.527 0.5343
O 2.117 -5.003 1.163 -0.3730
H 3.580 -6.449 1.213 0.1354
C 0.477 4.377 -3.779 0.5295
C 1.962 4.162 -2.069 -0.1706
C -0.500 2.085 6.293 -0.5200
O 2.146 -2.846 1.924 -0.5805
C 1.384 -9.742 3.503 -0.4946
H 0.801 -10.486 1.553 0.2613
C 2.664 -3.760 1.304 0.4407
O -2.807 9.797 -4.543 -0.3443
H 1.773 2.128 -2.715 0.1102
H -0.051 1.880 -0.535 -0.2958
C 0.567 1.712 5.297 -0.3031
H -6.165 -1.842 -2.212 0.2505
H 0.724 -10.470 3.982 0.3085
O -1.386 2.953 5.589 -0.3819
C -3.875 -1.168 -0.670 0.3805
O 3.427 -9.482 2.409 -0.3515
C -4.589 -0.459 -2.781 -0.5413
H 4.934 -5.341 -0.484 0.3004
H -4.465 0.630 -2.742 0.2371
H 1.230 2.716 -4.916 0.3096
C -3.086 9.025 -3.375 -0.3808
H -1.235 2.401 1.729 0.1759
S 2.721 2.138 1.136 -0.3542
P -0.101 -0.890 0.802 0.5141
H -6.556 -0.127 -1.935 0.3320
C -2.575 7.642 -3.682 -0.4634
C 2.454 -9.153 1.509 0.6312
H -1.049 1.209 6.650 0.3589
H 1.267 -8.785 4.025 0.2704
H -2.316 7.070 -2.787 0.2985
H -1.259 7.120 -5.317 0.2342
H -4.706 -0.748 -3.829 0.3260
H -3.336 7.079 -4.235 0.2341
H -4.162 9.028 -3.179 0.3051
H 0.540 -1.594 1.921 0.0402
H -3.270 -2.147 -2.456 0.2839
H 2.704 4.967 -2.115 0.3343
C -1.801 9.199 -5.246 0.4031
C -3.422 -1.125 -2.098 0.0251
H 3.328 2.853 -3.155 0.3583
C -1.397 7.917 -4.583 -0.1358
H 1.513 1.429 5.766 0.3610
C 2.058 0.550 0.927 0.1723
H 1.902 3.794 -1.040 0.0097
O -5.226 -0.979 -0.598 -0.3795
H -2.507 -0.537 -2.203 -0.0438
O -3.158 -1.378 0.294 -0.5533
H -1.421 -1.365 1.238 -0.1151
C -1.096 1.377 -0.259 0.2416
H -1.938 1.857 -0.947 0.2589
O -1.288 9.670 -6.248 -0.6036
C 0.664 2.947 4.439 0.1938
O 0.696 4.686 -2.467 -0.3859
N 1.552 -0.552 0.225 -0.2702
H 4.116 -2.779 0.058 0.2651
O -0.484 4.762 -4.425 -0.6158
C 1.604 3.545 -4.311 -0.4070
C 3.040 -5.846 0.475 -0.2728
H -0.094 2.624 7.155 0.2609
C 3.951 -4.909 -0.275 -0.5553
C 2.260 3.054 -3.045 -0.3376
C 1.108 -9.553 2.033 -0.4093
H 2.497 -6.514 -0.200 0.3353
H 4.787 -3.794 1.385 0.2659
H 0.925 2.700 3.408 -0.3118
H 3.492 -4.632 -1.231 0.3147
O -1.198 4.348 3.787 -0.6350
H -2.569 9.480 -2.524 0.2562
C -5.754 -0.870 -1.919 -0.4709
O -0.247 0.506 1.889 -0.2283
H 0.225 0.867 4.687 0.0514
H 0.068 -2.172 0.140 -0.2216
O 2.667 -8.641 0.423 -0.6126
H -2.474 0.910 1.697 0.1198
H -0.479 8.083 -4.013 0.1882
C -1.416 1.297 1.381 -0.2347